{
  "formula": "C4H11O2S",
  "method": "ωB97M-V/def2-TZVPD",
  "e_above_lowest_ev": 4.626,
  "gap_ev": 5.6,
  "max_force_ev_per_a": 2.76,
  "e_lumo_ha": 0.060,
  "total_charge": -1,
  "symbols": ["C", "O", "C", "C", "C", "S", "H", "H", "H", "H", "H", "H", "H", "H", "H", "H", "H", "O"],
  "positions_angstrom": [[-1.78281, 1.53927, 0.58198], [-0.75463, 2.00645, 1.38750], [-1.26754, 0.91038, -0.75863], [-0.25521, -0.19628, -0.58651], [0.56163, -0.67878, -1.75919], [1.80756, -1.83420, -1.19228], [-2.33374, 0.69048, 1.04794], [-2.51646, 2.35386, 0.46653], [-0.75116, 1.70344, -1.31275], [-2.10011, 0.56699, -1.37931], [-0.52704, -1.06218, 0.00480], [0.50619, 0.32539, 0.19216], [-0.15824, -1.07714, -2.49531], [1.05850, 0.14090, -2.28295], [1.24905, 0.76571, 0.37177], [0.59720, -0.40365, 2.34232], [-0.40968, 0.86156, 2.23455], [-0.12754, -0.00300, 2.81106]]
}



{
  "formula": "C25H45IrNOP2",
  "method": "ωB97M-V/def2-TZVPD",
  "e_above_lowest_ev": 1.225,
  "gap_ev": [6.3, 5.0],
  "max_force_ev_per_a": 4.55,
  "multiplicity": 5,
  "e_lumo_ha": [-0.126, -0.198],
  "total_charge": 1,
  "symbols": ["Ir", "C", "C", "C", "C", "C", "C", "H", "H", "H", "C", "H", "H", "H", "C", "H", "H", "H", "C", "H", "H", "H", "C", "H", "H", "H", "C", "C", "C", "C", "C", "C", "C", "C", "H", "H", "H", "H", "H", "H", "H", "H", "H", "H", "H", "H", "P", "C", "H", "H", "H", "C", "H", "H", "H", "C", "H", "H", "H", "P", "C", "H", "H", "H", "C", "H", "H", "H", "C", "H", "H", "H", "O", "C", "N"],
  "positions_angstrom": [[-1.12454, -0.05338, -2.35871], [-2.33773, 1.68454, -0.35292], [-2.71899, 0.80192, -1.45299], [-2.04193, -0.43934, 0.43659], [-1.91946, 0.91729, 0.73874], [-2.60065, -0.61396, -0.89451], [-2.64454, 3.12475, -0.34081], [-2.62742, 3.54864, -1.35913], [-1.97722, 3.70656, 0.31772], [-3.67654, 3.23290, 0.03136], [-1.67561, 1.48205, 2.09792], [-1.00895, 2.35943, 2.10570], [-1.22926, 0.73410, 2.76051], [-2.64287, 1.77331, 2.53252], [-1.88399, -1.58600, 1.34668], [-2.78010, -1.82454, 1.94000], [-1.08317, -1.39504, 2.05913], [-1.62736, -2.46897, 0.75914], [-3.47223, -1.77388, -1.28361], [-4.53406, -1.53214, -1.25613], [-3.34101, -2.62091, -0.61366], [-3.22384, -2.09819, -2.28834], [-3.65331, 1.16098, -2.55826], [-4.63342, 1.38342, -2.12266], [-3.70491, 0.34095, -3.27052], [-3.25841, 2.02296, -3.09980], [0.77232, 0.47980, -2.33643], [-0.02950, 1.57694, -2.91318], [-0.07585, 1.82024, -4.40153], [-0.82620, 0.70165, -5.19430], [-1.45856, -0.38046, -4.33209], [-0.62824, -1.42011, -3.71462], [0.84868, -1.43430, -4.06750], [1.63313, -0.38934, -3.23597], [0.92704, 1.98691, -4.82603], [-0.15880, 0.26835, -5.94507], [-0.63291, 2.75198, -4.53660], [2.24550, 0.23785, -3.89051], [1.17795, 0.66698, -1.33124], [-0.09520, 2.45395, -2.24648], [2.33004, -0.96672, -2.59776], [1.19881, -2.45582, -3.86855], [-1.12541, -2.38906, -3.52324], [0.97327, -1.28179, -5.15105], [-1.66054, 1.16366, -5.74120], [-2.47773, -0.67921, -4.62269], [2.41061, 2.27575, 0.54650], [2.05263, 2.92444, 2.23297], [2.92091, 3.48835, 2.63532], [1.79629, 2.07168, 2.88969], [1.14028, 3.55778, 2.22530], [4.20399, 1.86552, 0.70835], [4.75383, 2.65580, 1.24220], [4.63244, 1.67644, -0.28847], [4.24885, 0.90468, 1.23214], [2.55278, 3.89084, -0.30457], [2.76784, 3.73524, -1.36968], [3.35911, 4.47586, 0.15245], [1.59736, 4.42604, -0.22551], [1.40090, -3.03793, 0.49148], [0.33497, -4.11984, -0.58416], [1.01649, -4.83846, -1.03010], [-0.14798, -3.53022, -1.37418], [-0.43510, -4.65886, -0.01552], [2.93571, -3.29906, -0.46362], [2.71776, -3.30655, -1.53697], [3.31326, -4.26189, -0.11617], [3.59844, -2.47156, -0.21774], [1.64281, -4.13181, 1.91215], [1.90562, -5.11346, 1.50596], [0.71555, -4.18178, 2.51347], [2.44099, -3.72104, 2.54527], [0.99480, -0.27337, 3.06931], [1.54627, -0.58635, 2.04590], [2.06653, -0.99569, 1.01701]]
}



{
  "formula": "C33H29N3O15P3Tc",
  "method": "ωB97M-V/def2-TZVPD",
  "e_above_lowest_ev": 2.435,
  "gap_ev": [6.7, 4.8],
  "max_force_ev_per_a": 1.11,
  "multiplicity": 4,
  "e_lumo_ha": [0.082, 0.023],
  "total_charge": -1,
  "symbols": ["Tc", "O", "C", "O", "C", "C", "C", "C", "C", "C", "O", "N", "O", "O", "N", "O", "O", "H", "H", "C", "C", "O", "P", "O", "O", "O", "P", "O", "O", "O", "H", "H", "H", "H", "H", "H", "H", "O", "P", "C", "C", "C", "C", "C", "C", "C", "C", "C", "C", "C", "C", "C", "C", "C", "C", "C", "C", "H", "H", "H", "H", "H", "H", "H", "H", "H", "H", "H", "H", "H", "H", "H", "N", "C", "C", "C", "C", "C", "C", "H", "H", "H", "H", "H"],
  "positions_angstrom": [[0.17448, 1.13125, 0.20176], [2.83644, 0.09084, -2.66605], [1.81443, 0.57181, -2.21731], [1.29845, 0.17047, -1.08098], [0.99763, 1.54253, -3.02342], [1.17462, 1.44003, -4.38748], [0.41580, 2.21501, -5.23915], [-0.52868, 3.08568, -4.72367], [-0.73308, 3.20194, -3.36542], [0.06521, 2.45183, -2.44447], [-0.03127, 2.61632, -1.15628], [-1.80708, 4.14852, -3.10420], [-2.07759, 4.42746, -1.74209], [-3.01547, 3.58224, -3.60667], [0.58010, 2.09902, -6.67524], [-0.17191, 2.73623, -7.39835], [1.41894, 1.32176, -7.10275], [1.91727, 0.75610, -4.77030], [-1.13404, 3.67556, -5.39514], [1.86828, 1.44504, 5.09057], [1.50496, 2.09208, 3.75796], [1.51061, 3.53379, 3.85480], [-0.25152, 1.81163, 3.33362], [-1.02838, 2.69092, 4.40279], [-0.68992, 0.36051, 3.75572], [-0.63106, 2.16725, 1.93270], [2.64340, 1.52749, 2.39452], [3.77318, 2.68650, 2.67699], [3.19946, 0.18739, 2.67362], [1.99029, 1.89958, 1.08471], [1.05849, 1.54114, 5.81584], [2.75124, 1.95063, 5.48111], [2.10941, 0.39417, 4.94080], [2.30257, 3.86070, 3.40581], [-0.66154, 3.59003, 4.40849], [-0.44878, -0.23674, 3.00527], [4.57239, 2.46260, 2.17914], [0.43287, -0.52568, 1.53919], [0.32951, -1.90730, 0.84489], [1.69956, -2.40421, -0.20291], [1.45289, -3.10686, -1.37686], [2.51947, -3.56940, -2.13362], [3.82006, -3.33242, -1.71384], [4.05895, -2.63645, -0.53534], [3.00260, -2.17071, 0.22856], [0.40589, -3.15649, 2.15196], [0.61354, -2.79275, 3.47737], [0.70004, -3.77121, 4.45987], [0.58166, -5.10947, 4.11863], [0.38598, -5.47812, 2.79181], [0.30564, -4.50584, 1.80951], [-1.20448, -2.01306, -0.00687], [-2.27783, -2.61578, 0.63359], [-3.55086, -2.61185, 0.07527], [-3.71056, -2.09417, -1.23957], [-2.70890, -1.44733, -1.87788], [-1.44352, -1.07286, -1.17571], [0.43252, -3.28090, -1.70048], [2.33475, -4.09832, -3.06021], [4.65124, -3.67569, -2.31690], [5.07638, -2.44351, -0.21826], [3.17460, -1.58814, 1.12996], [0.74730, -1.74875, 3.73128], [0.86755, -3.48886, 5.49159], [0.65034, -5.87109, 4.88575], [0.30758, -6.52447, 2.52386], [0.16098, -4.78410, 0.77132], [-2.11141, -3.13671, 1.57104], [-4.37788, -3.08011, 0.59209], [-4.64533, -2.26974, -1.76310], [-2.82847, -1.14791, -2.91097], [-0.60384, -1.08821, -1.87528], [-1.47787, 0.32565, -0.59548], [-2.43149, 1.27616, -0.97143], [-2.85299, 1.57010, -2.21373], [-3.58867, 2.85336, -2.49944], [-3.38128, 3.88775, -1.41112], [-3.39321, 3.32582, -0.03106], [-2.94040, 2.09535, 0.15183], [-2.54175, 0.99405, -3.07695], [-4.63732, 2.71768, -2.76781], [-4.11185, 4.69228, -1.51823], [-3.74625, 3.94328, 0.78618], [-2.91307, 1.63770, 1.13027]]
}



{
  "formula": "C27H39O4TeV",
  "method": "ωB97M-V/def2-TZVPD",
  "gap_ev": [6.9, 7.7],
  "max_force_ev_per_a": 3.70,
  "multiplicity": 2,
  "e_lumo_ha": [-0.109, -0.088],
  "total_charge": 1,
  "symbols": ["V", "C", "C", "O", "C", "C", "O", "C", "C", "O", "C", "C", "O", "H", "H", "H", "H", "H", "H", "H", "H", "H", "H", "H", "H", "H", "H", "H", "H", "C", "C", "C", "C", "C", "C", "C", "C", "C", "C", "H", "H", "H", "H", "H", "H", "H", "H", "H", "H", "H", "H", "C", "C", "C", "C", "C", "C", "Te", "C", "C", "C", "H", "H", "H", "H", "H", "H", "H", "H", "H", "H", "H"],
  "positions_angstrom": [[-0.67763, -0.85341, 0.94968], [0.25927, -0.26747, 3.85133], [-1.10880, 0.27986, 3.91936], [-1.68926, 0.24611, 2.51798], [-3.07283, -0.07684, 2.64953], [-3.26026, -1.49355, 2.87514], [-2.80594, -2.12237, 1.73130], [-2.60704, -3.52479, 1.90270], [-1.49838, -3.80971, 0.92806], [-0.30589, -3.00543, 1.11310], [0.45133, -3.51740, 2.25929], [1.11360, -2.33782, 3.00544], [0.09307, -1.46974, 3.10735], [0.51982, -0.46390, 4.88599], [0.93632, 0.42022, 3.30923], [-1.18996, 1.28028, 4.36071], [-1.72215, -0.36495, 4.47216], [-3.55088, 0.25894, 1.70607], [-3.46252, 0.61293, 3.42868], [-4.37161, -1.73123, 3.00489], [-2.74021, -1.73345, 3.79595], [-3.47813, -4.10561, 1.54122], [-2.27905, -3.89073, 2.97203], [-1.84090, -3.69116, -0.12900], [-1.18441, -4.87143, 1.07799], [1.17897, -4.23253, 1.95259], [-0.27849, -4.00232, 2.95254], [1.96189, -1.96952, 2.42152], [1.55844, -2.61644, 3.90623], [3.24987, 0.39485, 0.79097], [1.92114, 0.65092, -0.10342], [2.40746, 0.27714, -1.43985], [0.89545, -0.26313, 0.43223], [1.51994, 2.16297, 0.12857], [0.58095, 2.53590, 1.13848], [0.41989, 3.88190, 1.41874], [1.06883, 4.87657, 0.68378], [1.86892, 4.52061, -0.40311], [2.10699, 3.15338, -0.63623], [3.55695, -0.62598, 0.55519], [2.88188, 0.57453, 1.76068], [3.96948, 1.19147, 0.60938], [2.91259, -0.77637, -1.48489], [3.29279, 0.86021, -1.72843], [1.73779, 0.51333, -2.27548], [1.04362, -1.15776, -0.21962], [-0.07656, 1.87217, 1.79245], [-0.20819, 4.13846, 2.31709], [0.90540, 5.86591, 0.97598], [2.34358, 5.20513, -1.04964], [2.88302, 2.83334, -1.35119], [1.28127, 1.16047, -6.13133], [0.55337, 0.72245, -4.85400], [0.40093, -0.58559, -4.38588], [-0.49262, -0.84676, -3.36625], [-0.65844, -2.31485, -3.05819], [-1.10433, 0.18385, -2.61921], [-2.42438, -0.25264, -0.94297], [-0.85880, 1.50356, -3.03007], [-1.37084, 2.70453, -2.23545], [-0.07495, 1.74815, -4.16354], [2.30036, 1.52120, -5.92130], [0.73948, 2.05850, -6.56200], [1.32837, 0.43233, -6.92725], [0.81948, -1.42037, -4.89709], [-0.65404, -2.90721, -3.99642], [-1.66459, -2.47260, -2.58606], [0.05744, -2.64666, -2.28841], [-1.23111, 3.68609, -2.79742], [-0.83437, 2.76998, -1.25900], [-2.42566, 2.55225, -1.91299], [0.08326, 2.77120, -4.44595]]
}



Q: Which formula does entry 3 have?
A: C33H29N3O15P3Tc